Record 1
# C4H2BrF2O2

2 unconnected molecules or ions with the total composition C4H2BrF2O2 in a non-equilibrium geometry (ωB97M-V/def2-TZVPD, the OMol25 dataset).

XYZ file:
```
11
Properties=species:S:1:pos:R:3:mulliken_charge:R:1
C -0.227 -0.054 0.061 -0.646
F -1.938 1.676 0.431 -0.298
F -2.323 -0.355 1.300 -0.345
C -1.246 0.011 -1.144 -0.532
O -0.068 2.234 -2.430 -0.371
H 0.011 -1.039 0.739 0.208
H 0.642 0.748 0.146 0.153
C -0.716 1.617 -3.134 0.768
O -1.409 1.108 -3.898 -0.393
Br -1.698 -1.802 -1.901 -0.346
C -1.631 0.340 0.231 0.803
```

Computed properties:
ΔE to the lowest compared entry with this formula, charge and spin: 12.9 kcal per mole
maximum force: 3.009 eV/Å
E: -83752.080 eV
charge: -1
HOMO: -0.130 Ha

***

Record 2
# C4H2BrN

A single C4H2BrN molecule in a non-equilibrium geometry (ωB97M-V/def2-TZVPD, the OMol25 dataset).

XYZ file:
```
8
Properties=species:S:1:pos:R:3:mulliken_charge:R:1
C 0.564 1.763 2.134 -0.558
C -0.327 -1.306 -1.493 -0.922
Br -1.649 -2.768 -1.986 -0.115
H 0.823 2.187 3.058 0.425
C 0.354 1.143 1.120 0.281
N -0.021 0.743 -0.060 -0.345
C -0.271 -0.321 -0.629 0.931
H 0.525 -1.441 -2.143 0.305
```

Computed properties:
ΔE to the lowest compared entry with this formula, charge and spin: 0.0 kcal per mole
maximum force: 2.642 eV/Å
E: -75708.415 eV
SMILES: C#CN=C=CBr
HOMO: -0.329 Ha

***

Record 3
# C4H2ClF2N

A single C4H2ClF2N molecule in a non-equilibrium geometry (ωB97M-V/def2-TZVPD, the OMol25 dataset).

XYZ file:
```
10
Properties=species:S:1:pos:R:3:mulliken_charge:R:1
C -1.463 -0.650 0.307 -0.083
H -1.122 -1.691 0.411 0.372
Cl -1.073 1.987 -0.223 -0.146
F -2.726 -0.478 0.742 -0.231
C 1.782 0.631 0.350 0.173
N 2.627 1.024 1.077 -0.360
F 0.969 -1.410 -0.478 -0.269
C 0.767 -0.019 -0.495 0.302
C -0.671 0.324 -0.145 0.049
H 0.910 0.281 -1.546 0.194
```

Computed properties:
ΔE to the lowest compared entry with this formula, charge and spin: 0.0 kcal per mole
maximum force: 4.140 eV/Å
E: -23626.141 eV
SMILES: N#C[C@@H](F)/C(Cl)=C/F
HOMO: -0.381 Ha

***

Record 4
# C4H2ClFO

A single C4H2ClFO molecule in a non-equilibrium geometry (ωB97M-V/def2-TZVPD, the OMol25 dataset).

XYZ file:
```
9
Properties=species:S:1:pos:R:3:mulliken_charge:R:1
Cl -0.345 -2.525 1.636 -0.186
C -1.540 -2.657 -0.759 0.464
F 0.799 1.387 0.317 -0.234
C 0.772 0.075 0.157 -0.023
H 1.793 -0.202 -0.087 0.345
C -0.436 -0.455 0.011 -0.224
H -1.379 0.186 0.005 0.276
C -0.746 -1.877 0.008 -0.085
O -1.959 -3.419 -1.535 -0.334
```

Computed properties:
ΔE to the lowest compared entry with this formula, charge and spin: 17.4 kcal per mole
maximum force: 2.019 eV/Å
E: -21464.964 eV
SMILES: O=C=C(Cl)/C=C/F
HOMO: -0.327 Ha